Entry 1:
{
  "formula": "C18H38BBr12NO2",
  "method": "wB97M-V/def2-TZVPD",
  "symbols": ["N", "C", "C", "O", "C", "B", "C", "C", "C", "O", "H", "H", "H", "H", "H", "H", "H", "H", "H", "H", "H", "H", "H", "H", "Br", "C", "C", "Br", "H", "H", "H", "H", "Br", "C", "C", "Br", "H", "H", "H", "H", "Br", "C", "C", "Br", "H", "H", "H", "H", "Br", "C", "C", "Br", "H", "H", "H", "H", "Br", "C", "C", "Br", "H", "H", "H", "H", "Br", "C", "C", "Br", "H", "H", "H", "H"],
  "xyz": [[0.23, -5.69, 1.61], [-0.34, -4.37, 1.41], [-1.06, -4.30, 0.05], [-0.63, -3.16, -0.69], [-2.59, -4.34, 0.16], [-3.30, -5.53, -0.57], [-4.86, -5.77, -0.59], [-5.59, -5.29, 0.66], [-5.78, -3.85, 0.83], [-6.87, -4.77, 0.45], [0.94, -5.87, 0.92], [0.65, -5.77, 2.53], [0.42, -3.58, 1.41], [-1.04, -4.16, 2.22], [-0.70, -5.15, -0.53], [-0.78, -2.37, -0.17], [-2.91, -4.30, 1.20], [-2.99, -3.43, -0.29], [-2.61, -6.30, -1.18], [-5.33, -5.25, -1.43], [-5.02, -6.84, -0.68], [-5.42, -5.87, 1.55], [-5.49, -3.20, 0.03], [-6.10, -3.45, 1.78], [1.84, -0.18, -1.95], [2.68, -1.72, -2.80], [2.27, -3.00, -2.13], [3.13, -3.24, -0.41], [3.75, -1.55, -2.77], [2.34, -1.71, -3.83], [2.56, -3.86, -2.73], [1.20, -3.03, -1.93], [1.47, 2.45, -5.42], [1.49, 3.21, -3.63], [0.12, 3.22, -3.01], [-1.02, 4.61, -3.74], [1.92, 4.21, -3.72], [2.16, 2.58, -3.05], [0.18, 3.42, -1.95], [-0.40, 2.28, -3.16], [-2.89, 1.16, -2.98], [-2.48, 0.46, -4.74], [-2.75, -1.02, -4.83], [-1.36, -2.04, -3.93], [-1.44, 0.70, -4.95], [-3.12, 1.01, -5.43], [-2.73, -1.35, -5.86], [-3.69, -1.30, -4.37], [0.40, 3.11, 0.89], [-0.05, 4.99, 0.63], [-0.94, 5.50, 1.73], [-2.76, 4.85, 1.56], [-0.53, 5.07, -0.35], [0.89, 5.53, 0.62], [-1.00, 6.59, 1.69], [-0.59, 5.20, 2.71], [2.98, 5.25, 2.69], [3.17, 5.97, 4.49], [1.85, 6.05, 5.21], [0.77, 7.54, 4.58], [3.65, 6.94, 4.39], [3.84, 5.29, 5.00], [2.02, 6.23, 6.27], [1.26, 5.15, 5.08], [4.00, 1.19, 3.79], [5.29, 2.13, 2.70], [6.60, 2.32, 3.41], [6.50, 3.70, 4.77], [4.83, 3.08, 2.43], [5.42, 1.53, 1.80], [7.37, 2.65, 2.71], [6.94, 1.41, 3.90]],
  "multiplicity": 1,
  "total_charge": 0,
  "fmax_ha_per_bohr": 0.035,
  "lumo_energy_ev": 0.285,
  "orbital_gap_ev": 9.599,
  "smiles": "NC[C@H](O)CBC[C@H]1CO1.BrCCBr.BrCCBr.BrCCBr.BrCCBr.BrCCBr.BrCCBr",
  "e_homo_ev": -9.314
}

=====

Entry 2:
{
  "formula": "C18H38BClF3N6O7PS",
  "method": "wB97M-V/def2-TZVPD",
  "symbols": ["O", "P", "Cl", "B", "C", "O", "C", "F", "F", "F", "N", "C", "S", "H", "H", "H", "C", "O", "N", "C", "C", "H", "H", "H", "H", "H", "H", "H", "C", "O", "N", "C", "C", "H", "H", "H", "H", "H", "H", "H", "C", "O", "N", "C", "C", "H", "H", "H", "H", "H", "H", "H", "C", "O", "N", "C", "C", "H", "H", "H", "H", "H", "H", "H", "C", "O", "N", "C", "C", "H", "H", "H", "H", "H", "H", "H"],
  "xyz": [[-4.15, 0.58, 0.10], [-4.85, 1.48, -1.17], [-3.68, 3.22, -1.38], [-4.50, 0.45, -2.79], [-3.00, -0.22, -2.87], [-2.72, -0.80, -4.18], [-1.52, -1.53, -4.18], [-0.79, -1.23, -5.35], [-0.66, -1.16, -3.10], [-1.71, -2.92, -4.04], [-5.52, 0.32, -3.87], [-6.10, -0.82, -3.86], [-6.77, -2.30, -4.12], [-3.18, 0.44, -0.09], [-2.95, -0.98, -2.02], [-2.29, 0.65, -2.62], [-0.04, 0.55, -0.47], [-1.00, 0.62, 0.28], [1.21, 0.17, -0.11], [2.30, 0.11, -1.06], [1.46, -0.19, 1.28], [-0.12, 0.80, -1.54], [2.68, -0.92, -1.10], [3.10, 0.78, -0.73], [1.97, 0.40, -2.05], [0.82, -1.03, 1.55], [1.23, 0.66, 1.92], [2.51, -0.47, 1.41], [-6.67, -2.23, 3.62], [-7.07, -2.66, 2.56], [-5.57, -1.45, 3.80], [-5.16, -0.98, 5.10], [-4.78, -1.07, 2.63], [-7.19, -2.46, 4.57], [-5.16, 0.11, 5.10], [-4.15, -1.35, 5.31], [-5.84, -1.33, 5.88], [-5.42, -0.53, 1.93], [-4.42, -1.98, 2.14], [-3.94, -0.45, 2.93], [4.89, -0.18, 3.62], [4.10, 0.69, 3.96], [4.92, -1.45, 4.10], [5.89, -2.42, 3.64], [3.94, -1.84, 5.10], [5.67, 0.02, 2.86], [5.36, -3.27, 3.21], [6.48, -2.76, 4.50], [6.55, -1.99, 2.89], [2.94, -1.71, 4.70], [4.05, -1.20, 5.98], [4.09, -2.88, 5.39], [7.58, 1.89, 4.51], [8.29, 0.90, 4.46], [7.92, 3.14, 4.10], [7.02, 4.26, 4.20], [9.25, 3.35, 3.54], [6.55, 1.84, 4.92], [6.84, 4.67, 3.20], [7.47, 5.03, 4.83], [6.06, 3.96, 4.64], [9.37, 2.71, 2.66], [10.00, 3.07, 4.28], [9.38, 4.40, 3.26], [-5.63, 0.37, -8.60], [-6.59, 0.45, -7.86], [-4.38, 0.00, -8.22], [-3.28, -0.07, -9.16], [-4.13, -0.35, -6.83], [-5.71, 0.61, -9.67], [-2.89, -1.09, -9.19], [-2.49, 0.62, -8.84], [-3.60, 0.22, -10.17], [-4.78, -1.18, -6.56], [-4.38, 0.51, -6.21], [-3.09, -0.62, -6.69]],
  "multiplicity": 1,
  "total_charge": 0,
  "fmax_ha_per_bohr": 0.099,
  "lumo_energy_ev": -0.707,
  "orbital_gap_ev": 8.170,
  "smiles": "OP(Cl)B(COC(F)(F)F)N=C=S.CN(C)C=O.CN(C)C=O.CN(C)C=O.CN(C)C=O.CN(C)C=O",
  "e_homo_ev": -8.877
}

=====

Entry 3:
{
  "formula": "C18H38ClN3O6",
  "method": "wB97M-V/def2-TZVPD",
  "symbols": ["C", "C", "N", "C", "C", "C", "O", "C", "Cl", "N", "C", "O", "C", "C", "C", "N", "C", "C", "O", "H", "H", "H", "H", "H", "H", "H", "H", "H", "H", "H", "H", "H", "H", "H", "H", "H", "H", "H", "H", "C", "C", "O", "H", "H", "H", "H", "H", "H", "C", "C", "O", "H", "H", "H", "H", "H", "H", "C", "C", "O", "H", "H", "H", "H", "H", "H"],
  "xyz": [[1.41, -2.16, 0.94], [0.14, -1.48, 1.46], [-0.48, -0.59, 0.46], [-1.88, -0.91, 0.18], [-2.83, -0.84, 1.40], [-3.95, 0.23, 1.42], [-3.84, 1.26, 0.48], [-4.04, 0.93, 2.78], [-2.74, 2.04, 3.16], [-5.35, 1.57, 2.78], [-6.18, 0.87, 1.91], [-7.32, 1.16, 1.65], [-5.40, -0.34, 1.38], [-5.80, -0.88, -0.01], [-7.04, -0.28, -0.66], [-7.06, 0.65, -1.51], [-0.19, 0.76, 0.49], [1.08, 1.23, 1.14], [-0.92, 1.56, -0.07], [1.63, -3.05, 1.54], [1.26, -2.46, -0.10], [2.29, -1.50, 0.99], [-0.58, -2.27, 1.69], [0.32, -0.95, 2.40], [-1.90, -1.94, -0.21], [-2.21, -0.27, -0.64], [-2.25, -0.74, 2.32], [-3.33, -1.82, 1.46], [-3.72, 0.92, -0.41], [-4.07, 0.14, 3.54], [-5.39, 2.58, 2.70], [-5.50, -1.14, 2.12], [-5.97, -1.95, 0.09], [-4.98, -0.77, -0.72], [-7.99, -0.74, -0.39], [-6.12, 1.01, -1.69], [1.60, 1.84, 0.40], [1.75, 0.44, 1.47], [0.82, 1.88, 1.98], [4.35, 0.10, -2.51], [3.74, 1.19, -1.65], [4.05, 1.03, -0.27], [4.01, -0.88, -2.18], [4.08, 0.23, -3.56], [5.44, 0.11, -2.44], [2.66, 1.16, -1.73], [4.07, 2.18, -2.00], [5.01, 1.08, -0.17], [-1.03, -0.66, -4.11], [0.10, -0.63, -3.10], [0.56, 0.69, -2.84], [-0.72, -0.20, -5.04], [-1.35, -1.68, -4.30], [-1.89, -0.10, -3.73], [0.97, -1.18, -3.48], [-0.21, -1.10, -2.16], [-0.17, 1.19, -2.46], [8.90, 0.49, 1.56], [7.53, 0.04, 1.08], [6.93, 1.00, 0.20], [8.82, 1.45, 2.07], [9.33, -0.24, 2.25], [9.59, 0.62, 0.72], [6.84, -0.07, 1.91], [7.61, -0.93, 0.57], [7.50, 1.12, -0.56]],
  "multiplicity": 1,
  "total_charge": 0,
  "fmax_ha_per_bohr": 0.022,
  "lumo_energy_ev": 0.382,
  "orbital_gap_ev": 9.810,
  "smiles": "[H]/N=C\\C[C@@H]1C(=O)N[C@H](Cl)[C@@]1(O)CCN(CC)C(C)=O.CCO.CCO.CCO",
  "e_homo_ev": -9.427
}